Formula: C52H125F3HgN5O19S4
Source: the Open Molecules 2025 dataset
Level of theory: ωB97M-V/def2-TZVPD

Summary:
E_tot (Eh): -5804.9741
Energy above the lowest of the compared OMol25 structures with the same formula, charge and spin (kcal/mol): 0.0
Total charge: +1

```
209
Properties=species:S:1:pos:R:3:forces:R:3:mulliken_charge:R:1
Hg 2.321 2.028 -3.811 -1.096 0.180 2.167 1.200
C 1.018 -0.018 -1.337 -1.899 -2.178 0.353 0.263
O -0.159 0.672 -1.080 -1.888 0.775 0.856 1.228
O 1.648 0.526 -2.298 3.232 1.431 -2.549 0.375
C 1.654 -0.175 0.029 0.227 0.855 -0.067 -0.013
F 1.861 1.019 0.648 -0.325 -0.368 0.226 0.322
F 0.865 -0.937 0.810 0.358 0.201 0.129 0.394
F 2.846 -0.743 -0.074 0.680 -0.607 0.227 -0.111
C -1.349 0.044 -1.518 -0.190 -0.107 -0.360 0.448
C -2.539 0.935 -1.219 -0.234 -0.360 -0.145 1.500
H -2.422 1.903 -1.714 -0.005 -0.016 0.334 -0.919
H -3.441 0.486 -1.648 0.116 -0.042 0.067 -1.172
H -2.728 1.043 -0.150 0.137 0.131 0.006 -0.111
H -1.431 -0.960 -1.078 -0.167 0.160 0.167 0.664
H -1.321 -0.118 -2.613 -0.009 -0.028 0.576 -1.245
H 0.752 -1.074 -1.583 -0.076 -0.130 0.145 -0.876
C -5.664 2.626 -4.229 1.000 0.873 -0.568 -1.038
C -6.037 3.466 -3.025 0.527 -0.014 -0.096 0.414
C -6.174 2.639 -1.796 -1.712 -0.931 0.197 -0.855
O -4.934 4.353 -2.824 0.428 0.365 -0.743 -0.475
H -4.706 2.116 -4.068 -0.302 -0.249 0.296 -0.100
H -5.423 3.331 -5.037 -0.376 -0.206 -0.091 0.396
H -6.425 1.930 -4.558 -0.158 -0.077 0.095 0.416
H -6.953 4.011 -3.285 0.085 0.135 0.340 0.253
H -7.119 2.073 -1.854 0.207 -0.025 -0.024 0.452
H -6.296 3.241 -0.900 0.433 0.067 0.132 0.464
H -5.386 1.888 -1.741 0.260 0.254 0.324 -0.137
H -4.969 4.839 -1.996 -0.460 -0.148 0.107 0.299
C -5.029 -0.878 -3.866 0.723 0.470 -0.132 -0.415
C -4.861 -2.378 -3.967 -0.117 -0.958 0.778 -0.148
C -3.680 -2.950 -3.161 0.622 0.437 -0.635 -0.364
O -6.052 -3.038 -3.533 -0.028 0.286 0.344 -0.663
H -5.938 -0.584 -4.383 -0.113 0.069 0.138 0.195
H -4.194 -0.334 -4.333 -0.076 -0.225 -0.105 0.310
H -5.030 -0.511 -2.832 -0.349 -0.226 -0.061 -0.148
H -4.738 -2.663 -5.017 -0.051 0.068 0.083 0.486
H -3.585 -4.030 -3.276 -0.463 -0.061 0.074 0.296
H -3.784 -2.705 -2.097 0.106 0.013 -0.093 -0.115
H -2.710 -2.583 -3.546 -0.314 0.242 0.305 0.164
H -6.171 -2.943 -2.551 0.021 -0.240 -0.807 0.290
C -6.403 3.443 4.034 0.637 -0.153 -0.369 -1.465
C -5.495 3.547 2.798 -0.817 0.979 -0.488 1.262
C -5.793 2.517 1.735 0.139 -1.089 0.959 -0.779
O -5.685 4.851 2.145 0.343 -0.614 0.620 -0.566
H -6.324 2.431 4.443 -0.057 0.154 0.104 0.353
H -7.444 3.638 3.776 0.012 -0.020 -0.105 0.382
H -6.090 4.157 4.802 -0.045 -0.080 -0.014 0.457
H -4.430 3.416 3.053 -0.604 0.367 0.325 -0.509
H -5.816 1.541 2.244 0.223 0.063 -0.231 0.102
H -4.969 2.479 1.026 -0.200 0.033 -0.374 -0.155
H -6.769 2.586 1.262 0.043 0.505 -0.127 0.682
H -5.865 5.502 2.836 0.107 -0.071 -0.150 0.361
C 1.091 -3.541 -3.494 0.228 0.304 0.968 0.480
C 0.514 -4.446 -4.541 -0.520 0.381 -0.279 0.209
C -0.479 -5.462 -3.995 0.888 0.012 0.051 -1.274
O -0.131 -3.549 -5.479 0.078 -0.430 -0.045 -0.526
H 1.660 -4.088 -2.738 0.107 -0.116 -0.281 -0.306
H 0.328 -3.001 -2.917 -0.179 -0.068 -0.373 -0.454
H 1.755 -2.795 -3.931 0.024 -0.050 -0.112 0.252
H 1.336 -4.993 -5.021 -0.094 0.170 -0.130 0.358
H -1.328 -4.981 -3.520 -0.163 0.072 -0.014 0.166
H 0.072 -6.045 -3.249 -0.283 -0.173 -0.066 0.269
H -0.794 -6.133 -4.794 -0.191 -0.043 0.080 0.583
H -0.648 -4.083 -6.097 0.136 0.116 0.073 0.305
C -7.245 -1.039 0.005 -0.284 0.069 -0.165 -1.355
C -5.984 -1.868 -0.170 -1.093 -1.170 -0.383 3.409
C -5.155 -2.009 1.059 1.196 -0.577 0.327 -0.918
O -4.666 -0.786 1.500 -0.562 1.203 -0.579 0.045
C -4.073 -0.903 2.736 0.329 -0.378 1.219 -0.736
N -6.390 -3.224 -0.638 0.438 -0.130 0.044 -0.791
H -7.027 -0.067 0.448 0.001 0.002 -0.166 0.026
H -8.001 -1.530 0.631 0.381 -0.117 0.208 0.410
H -7.753 -0.929 -0.957 0.234 0.246 -0.017 0.453
H -5.364 -1.472 -0.978 -0.006 0.319 0.187 -1.885
H -4.247 -2.591 0.809 -0.300 -0.411 -0.044 0.023
H -5.657 -2.545 1.877 -0.328 0.074 -0.169 0.379
H -3.426 -1.798 2.792 -0.857 0.313 -0.374 0.600
H -4.801 -0.988 3.559 -0.105 0.015 -0.149 0.306
H -3.440 -0.041 2.949 -0.103 0.077 -0.208 0.098
H -5.627 -3.901 -0.544 -0.124 0.363 -0.124 0.172
H -7.150 -3.625 -0.094 -0.034 0.378 -0.045 0.321
C -1.788 3.979 -3.238 -1.182 0.601 -0.272 -1.114
C -0.691 3.018 -3.522 0.238 -0.201 -0.459 2.904
C -0.554 2.701 -4.999 -0.066 -0.049 0.509 -1.201
O 0.384 1.601 -5.105 0.602 0.821 -0.753 -0.351
C -0.205 0.319 -5.000 0.198 -1.574 -0.590 -0.767
N 0.596 3.475 -2.953 -0.421 0.155 -0.094 0.120
H -1.674 4.934 -3.767 0.303 -0.041 0.160 0.592
H -1.883 4.181 -2.173 0.096 0.075 0.018 0.001
H -2.764 3.622 -3.576 0.071 -0.191 0.101 0.096
H -0.887 2.045 -3.060 0.065 0.274 0.229 -1.800
H -0.243 3.582 -5.571 0.555 -0.343 -0.037 0.310
H -1.514 2.407 -5.428 0.032 -0.244 0.116 0.323
H 0.546 -0.451 -5.206 0.205 0.380 0.053 0.235
H -0.940 0.166 -5.795 -0.237 0.338 0.230 0.471
H -0.586 0.060 -4.014 -0.057 0.516 -0.261 0.038
H 0.354 3.562 -1.950 0.945 -0.118 -0.227 -0.322
H 0.834 4.428 -3.253 -0.544 -0.205 0.051 0.292
C 2.455 1.312 3.543 -0.981 0.413 -0.625 -0.030
C 2.700 1.775 4.948 2.155 -0.167 0.799 -0.121
C 2.203 3.145 5.311 -1.304 -0.760 -0.212 -0.976
O 2.740 4.071 4.418 0.324 0.898 -0.218 -0.231
C 2.429 5.399 4.811 0.325 0.031 0.986 -0.861
N 2.244 0.737 5.922 0.827 0.249 -0.866 -0.534
H 2.968 0.378 3.319 -0.150 -0.143 0.136 0.749
H 2.759 2.008 2.758 0.362 0.259 0.409 -0.160
H 1.372 1.230 3.381 0.157 -0.508 0.005 -0.399
H 3.802 1.925 5.019 -0.222 -0.339 0.052 0.274
H 2.505 3.348 6.345 -0.166 0.187 0.002 0.564
H 1.098 3.132 5.225 0.088 0.231 0.342 0.222
H 2.626 5.527 5.893 -0.282 -0.171 -0.244 0.412
H 1.379 5.655 4.623 0.127 0.018 -0.144 0.319
H 3.116 6.113 4.362 -0.153 -0.176 -0.572 0.248
H 2.674 0.901 6.835 -0.259 0.190 -0.223 0.317
H 2.724 -0.108 5.589 -0.572 -0.053 0.372 0.123
C 4.848 1.859 -0.887 -0.183 -0.555 -0.165 -1.719
C 3.742 2.894 -0.847 -0.066 -1.122 -1.610 2.300
C 4.137 4.059 -0.040 0.517 0.537 1.592 -0.930
O 3.107 4.998 -0.022 -0.371 -0.185 -0.510 -0.305
C 3.284 5.995 0.948 -0.623 1.076 -0.097 -0.882
N 3.536 3.328 -2.315 1.351 0.535 0.552 -0.559
H 4.908 1.232 -0.005 -0.086 0.169 0.349 0.157
H 5.834 2.309 -1.023 -0.063 -0.028 -0.109 0.542
H 4.632 1.152 -1.697 0.171 0.084 -0.034 0.178
H 2.805 2.477 -0.492 -0.018 0.113 -0.121 -1.155
H 5.099 4.519 -0.329 -0.144 -0.158 -0.270 0.450
H 4.299 3.674 0.990 0.034 0.087 -0.248 0.368
H 2.320 6.493 1.084 -0.054 -0.252 0.085 0.209
H 3.942 6.801 0.593 0.365 -0.401 0.221 0.335
H 3.592 5.562 1.898 0.240 0.052 0.121 0.369
H 4.525 3.430 -2.597 -0.630 0.197 -0.294 0.371
H 3.170 4.292 -2.235 -0.096 -0.557 -0.430 0.239
C -1.090 -1.616 3.195 0.020 -0.548 -0.088 0.059
C -0.310 -2.005 4.435 0.701 1.877 -0.097 0.440
C 1.158 -1.997 4.084 1.141 -0.548 -1.218 1.102
O 2.073 -2.281 5.134 -0.493 -0.404 -0.261 -0.426
C 1.853 -3.582 5.659 0.026 -0.239 -0.251 -0.675
N -0.525 -0.918 5.442 0.110 -1.240 0.588 -0.700
H -0.961 -2.361 2.400 -0.178 0.046 0.144 -0.849
H -0.747 -0.677 2.750 -0.018 0.103 0.325 -0.751
H -2.142 -1.533 3.460 1.095 -0.005 0.117 0.500
H -0.603 -2.992 4.783 -0.268 0.063 0.255 0.606
H 1.490 -1.029 3.704 -0.530 0.159 0.208 -0.971
H 1.340 -2.660 3.209 0.018 -0.242 0.518 -0.044
H 1.622 -4.316 4.872 0.142 0.251 -0.043 0.189
H 1.006 -3.583 6.352 0.197 -0.022 0.243 0.277
H 2.779 -3.899 6.134 -0.124 0.034 0.275 0.317
H 0.242 -0.262 5.298 -0.194 0.228 0.064 0.072
H -0.249 -1.325 6.346 -0.356 0.327 -0.199 0.454
C -0.367 -4.648 -0.467 -0.661 -0.402 -0.164 -0.125
C -1.173 -4.879 0.818 -0.587 1.099 0.158 0.391
C -0.557 -6.097 1.450 0.402 -0.588 0.182 -1.105
S 1.207 -5.828 1.245 -0.639 0.885 0.144 1.141
O 1.807 -6.989 0.698 0.511 -1.153 -0.851 -0.709
O 1.775 -5.270 2.431 0.213 0.481 1.036 -0.599
C 1.060 -4.507 0.020 -0.102 -1.085 0.102 0.015
H -0.721 -3.782 -1.018 0.052 0.154 -0.026 0.119
H -0.500 -5.522 -1.109 0.183 0.078 -0.104 -0.099
H -2.255 -4.969 0.706 0.053 -0.259 -0.395 0.466
H -1.065 -3.946 1.398 0.168 -0.616 0.264 -0.623
H -0.787 -6.996 0.876 -0.031 0.077 -0.123 0.416
H -0.733 -6.347 2.492 -0.142 0.418 0.148 0.477
H 1.852 -4.770 -0.676 0.070 0.623 -0.165 0.393
H 1.157 -3.578 0.565 0.505 0.250 -0.092 -0.446
C 6.901 -2.756 1.602 -0.027 0.174 0.126 -0.790
C 7.695 -1.974 2.652 -0.218 0.122 0.441 -0.714
C 8.729 -1.137 1.917 0.253 -0.789 -0.592 -0.801
S 8.001 -0.716 0.323 -0.040 -0.783 -0.240 1.254
O 8.831 -1.245 -0.735 0.067 0.030 0.061 -0.664
O 7.584 0.657 0.245 -0.077 0.542 0.130 -0.636
C 6.552 -1.762 0.509 0.003 0.331 0.494 1.034
H 5.998 -3.141 2.061 -0.144 -0.271 -0.094 0.468
H 7.489 -3.590 1.216 -0.028 0.008 -0.054 0.380
H 8.165 -2.664 3.351 0.154 0.075 0.007 0.447
H 7.026 -1.352 3.250 -0.069 0.080 -0.120 0.240
H 9.514 -1.833 1.608 0.312 0.370 0.130 0.355
H 9.129 -0.259 2.403 -0.002 0.132 0.123 0.466
H 6.261 -2.197 -0.441 -0.044 0.049 0.308 -0.982
H 5.814 -1.046 0.878 -0.310 -0.230 -0.157 -0.116
C -2.150 3.112 2.329 1.008 -0.828 0.851 -0.516
C -0.788 2.415 2.126 -0.426 -1.113 0.637 1.067
C 0.206 3.537 2.120 0.124 0.819 -0.006 -0.052
S -0.546 4.708 0.989 -0.968 -1.362 0.132 1.009
O -0.134 4.452 -0.378 0.303 0.348 0.125 -0.769
O -0.515 6.005 1.564 0.526 1.509 0.071 -0.790
C -2.208 4.054 1.163 -0.826 -0.206 -0.410 0.076
H -2.097 3.578 3.323 -0.126 0.404 -0.298 0.561
H -2.970 2.401 2.423 0.064 -0.033 -0.559 -0.487
H -0.765 1.836 1.198 0.034 0.058 -0.019 -0.866
H -0.615 1.718 2.953 0.132 0.089 -0.140 -0.371
H 1.245 3.381 1.858 0.034 -0.300 -0.256 0.012
H 0.176 4.050 3.084 0.120 0.015 -0.001 0.141
H -2.371 3.430 0.283 -0.073 0.187 -0.183 -0.622
H -2.983 4.814 1.221 0.245 0.302 -0.028 0.853
C 7.085 -2.731 -3.381 1.597 1.269 -0.861 -0.946
C 6.253 -1.539 -2.915 0.063 0.556 -0.581 -0.018
C 4.824 -1.985 -2.955 -1.752 0.125 -0.032 0.057
S 4.830 -3.736 -2.605 1.875 0.390 -0.409 1.174
O 4.335 -4.454 -3.726 -0.870 -0.631 -0.975 -0.680
O 4.355 -3.990 -1.292 -0.999 -0.282 1.512 -0.532
C 6.624 -3.883 -2.599 -0.481 -1.385 1.078 -0.677
H 8.142 -2.485 -3.245 -0.045 -0.248 0.297 0.415
H 7.017 -2.934 -4.452 -0.467 0.152 -0.025 0.340
H 6.354 -0.668 -3.563 0.305 0.001 0.046 0.671
H 6.556 -1.244 -1.909 -0.011 0.044 -0.449 -0.552
H 4.331 -1.887 -3.926 0.432 -0.064 -0.174 0.689
H 4.122 -1.506 -2.270 0.236 0.011 0.331 -0.516
H 6.882 -4.874 -2.961 -0.056 -0.001 -0.297 0.547
H 6.914 -3.870 -1.547 0.115 0.250 -0.018 0.146
```
Positions in Å, forces in eV/Å.